[1]
{"formula": "C39H48MnN2O5PS2SbSi3", "method": "ωB97M-V/def2-TZVPD", "symbols": ["Mn", "O", "C", "C", "O", "C", "C", "O", "C", "O", "O", "C", "Sb", "C", "C", "C", "C", "C", "C", "N", "Si", "C", "C", "C", "C", "C", "C", "C", "C", "C", "N", "Si", "C", "C", "C", "Si", "C", "C", "C", "H", "H", "H", "H", "H", "H", "H", "H", "H", "H", "H", "H", "H", "H", "H", "H", "H", "H", "H", "H", "H", "H", "H", "H", "H", "H", "H", "H", "H", "H", "H", "H", "H", "H", "H", "H", "H", "H", "S", "P", "S", "C", "C", "C", "C", "C", "C", "C", "C", "C", "C", "C", "C", "H", "H", "H", "H", "H", "H", "H", "H", "H", "H"], "coordinates": [[0.83218, 0.76188, -0.29887], [5.16067, 4.40895, -2.56561], [4.31546, 3.66986, -2.13763], [2.85882, 4.02925, -1.83978], [2.33495, 5.11132, -2.01628], [2.28405, 2.79965, -1.32956], [3.18386, 1.74167, -1.32116], [2.79991, 0.57384, -0.94390], [4.49833, 2.18234, -1.81073], [5.51563, 1.54481, -1.95609], [1.05620, 2.60231, -0.92028], [-3.12854, -0.80372, -2.88726], [-1.02818, -0.32496, -2.84953], [-1.10884, 0.90684, -1.08171], [-1.80873, 0.42081, 0.12782], [-3.17086, 0.55562, 0.40358], [-3.65776, 0.09325, 1.61395], [-2.78959, -0.48803, 2.52450], [-1.45127, -0.58103, 2.18146], [-0.97944, -0.14724, 1.01664], [-1.48062, 2.70048, -1.64348], [-0.49755, 3.24258, -3.14991], [-3.26868, 2.83681, -2.28222], [-1.40925, 3.82826, -0.14700], [-0.18376, -2.36315, -2.46649], [0.98521, -2.37102, -1.50864], [1.93710, -3.39286, -1.56472], [2.88642, -3.53566, -0.57060], [2.87142, -2.66777, 0.50480], [1.94881, -1.64408, 0.47386], [1.05977, -1.47043, -0.51378], [0.36234, -2.80667, -4.25158], [0.70460, -4.63720, -4.57687], [1.90405, -1.84153, -4.68227], [-0.98198, -2.38271, -5.50301], [-1.39944, -3.64629, -1.74243], [-2.61824, -4.31711, -3.01032], [-2.30331, -3.01197, -0.23455], [-0.50482, -5.17159, -1.09117], [-3.65938, 0.14609, -2.85553], [-3.45831, -1.41234, -2.04808], [-3.36842, -1.30313, -3.82473], [-3.83075, 1.01133, -0.31929], [-4.71113, 0.19510, 1.84672], [-3.12935, -0.84415, 3.48705], [-0.72347, -1.02442, 2.85241], [-1.15489, 3.41786, -4.00512], [0.25814, 2.51523, -3.44675], [0.03287, 4.16736, -2.91182], [-3.44191, 2.25882, -3.19280], [-3.39851, 3.88974, -2.55710], [-4.05199, 2.59996, -1.56127], [-0.79593, 3.40113, 0.64783], [-2.41123, 4.02386, 0.24351], [-0.94980, 4.77890, -0.42661], [1.90038, -4.11067, -2.36867], [3.61349, -4.33604, -0.63257], [3.56063, -2.73952, 1.33305], [1.92628, -0.92324, 1.28674], [1.67040, -4.97370, -4.19795], [0.72668, -4.77185, -5.66231], [-0.06496, -5.30269, -4.18549], [2.72007, -2.03120, -3.98313], [1.71248, -0.76680, -4.68065], [2.24368, -2.12036, -5.68350], [-1.92924, -2.88194, -5.29554], [-0.63126, -2.74149, -6.47544], [-1.16700, -1.31326, -5.60487], [-3.25723, -3.56547, -3.46704], [-3.26522, -5.02755, -2.48715], [-2.11330, -4.86749, -3.80671], [-2.88085, -2.09806, -0.36497], [-1.57973, -2.83052, 0.56284], [-2.98259, -3.79813, 0.10985], [0.13574, -5.67450, -1.81537], [-1.27879, -5.88153, -0.78231], [0.09641, -4.93780, -0.21166], [1.86566, -0.86521, 3.95966], [1.42142, 1.05380, 3.75518], [1.46066, 1.95184, 1.95240], [2.49832, 2.06876, 4.83474], [2.47034, 3.45789, 4.72635], [3.24617, 4.24008, 5.56633], [4.06109, 3.64160, 6.51937], [4.09581, 2.26007, 6.62656], [3.31489, 1.47490, 5.78778], [-0.22920, 1.38914, 4.49809], [-0.67048, 0.61827, 5.57041], [-1.90142, 0.87155, 6.15744], [-2.70418, 1.89862, 5.67734], [-2.26754, 2.67192, 4.61158], [-1.03502, 2.41960, 4.02495], [1.85577, 3.92408, 3.96634], [3.22310, 5.31825, 5.46956], [4.67326, 4.25326, 7.17064], [4.73644, 1.78689, 7.36049], [3.33833, 0.39441, 5.85428], [-0.04692, -0.19471, 5.92234], [-2.23629, 0.26271, 6.98862], [-3.66802, 2.09347, 6.13196], [-2.89035, 3.46961, 4.22545], [-0.70271, 3.00616, 3.17743]], "atomic_forces_ev_per_a": [[-0.40, -0.20, 0.18], [0.01, 0.02, -0.01], [-0.03, -0.03, 0.01], [0.05, -0.01, -0.01], [-0.02, 0.01, -0.01], [-0.07, 0.06, -0.05], [0.03, -0.07, 0.01], [0.05, 0.07, -0.08], [0.00, 0.02, -0.01], [0.00, -0.01, 0.00], [0.07, -0.02, 0.02], [-0.07, -0.06, 0.01], [0.08, 0.05, -0.11], [0.09, 0.02, -0.07], [0.01, -0.10, 0.01], [-0.07, -0.03, 0.00], [0.00, 0.03, -0.02], [0.02, -0.01, 0.03], [0.02, -0.11, -0.01], [0.00, 0.24, 0.03], [-0.02, -0.02, 0.05], [0.02, 0.00, 0.03], [-0.01, 0.04, 0.01], [-0.03, 0.01, 0.01], [0.05, -0.05, 0.02], [0.01, 0.06, 0.04], [0.03, -0.02, 0.03], [-0.01, -0.03, -0.05], [-0.04, 0.05, 0.00], [0.03, -0.02, 0.02], [0.00, 0.05, -0.03], [-0.04, -0.01, 0.03], [0.05, -0.01, 0.00], [0.00, -0.01, -0.02], [0.01, -0.02, -0.03], [0.04, 0.04, 0.01], [-0.02, 0.00, 0.02], [-0.01, -0.04, 0.05], [-0.06, -0.01, 0.01], [0.01, 0.01, -0.02], [0.01, 0.04, -0.12], [0.00, -0.02, -0.02], [0.03, 0.00, 0.00], [0.00, -0.01, 0.00], [0.01, 0.00, 0.01], [0.03, 0.04, 0.04], [0.01, 0.00, 0.00], [0.01, 0.00, 0.00], [0.00, 0.01, -0.01], [0.02, -0.02, 0.00], [-0.01, 0.00, 0.01], [0.00, 0.00, 0.00], [0.00, 0.00, -0.02], [0.00, 0.01, 0.00], [0.00, 0.00, 0.00], [0.01, 0.02, -0.01], [0.00, 0.00, 0.01], [0.00, -0.01, 0.00], [0.02, 0.00, -0.02], [0.00, -0.01, 0.00], [0.01, 0.01, 0.00], [0.03, 0.00, 0.02], [0.00, 0.00, 0.01], [0.00, 0.01, 0.01], [0.01, 0.01, 0.00], [0.00, -0.01, 0.01], [-0.01, 0.00, 0.00], [0.00, 0.00, 0.01], [-0.04, 0.07, -0.01], [-0.01, 0.01, 0.00], [-0.04, 0.04, 0.01], [0.06, -0.06, 0.06], [0.00, 0.00, 0.01], [0.00, 0.02, 0.03], [0.00, 0.01, -0.04], [0.01, -0.02, 0.00], [0.01, 0.00, 0.00], [-0.05, 0.03, -0.04], [-0.02, -0.01, 0.03], [0.17, -0.03, -0.02], [-0.01, 0.06, 0.00], [0.02, 0.01, 0.01], [0.00, -0.01, 0.00], [0.00, 0.00, 0.00], [0.00, -0.01, 0.00], [-0.02, -0.02, -0.01], [0.01, -0.01, 0.00], [0.01, -0.01, -0.01], [0.00, -0.01, 0.00], [0.00, 0.00, 0.00], [-0.02, -0.01, -0.01], [-0.01, -0.02, -0.03], [-0.01, -0.01, -0.01], [0.00, 0.00, 0.00], [0.00, 0.00, 0.00], [0.00, 0.01, 0.00], [0.01, 0.00, 0.01], [0.00, 0.00, 0.01], [0.00, 0.00, 0.00], [0.00, 0.00, 0.00], [0.00, 0.00, 0.00], [0.01, 0.00, 0.00]], "multiplicity": 5, "e_above_lowest_kcal_mol": 0.0, "homo_energy_ev": [-4.95, -5.10], "s2": 6.274, "e_lumo_ev": [1.1923, 2.1411], "charge": -1, "homo_lumo_gap_ev": [6.144, 7.237]}

[2]
{"formula": "C39H49BF34NO17S", "method": "ωB97M-V/def2-TZVPD", "symbols": ["N", "C", "O", "C", "C", "C", "C", "O", "B", "C", "C", "C", "F", "F", "C", "F", "F", "C", "F", "F", "C", "F", "F", "S", "F", "F", "F", "F", "F", "O", "H", "H", "H", "H", "H", "H", "H", "H", "H", "H", "H", "H", "H", "H", "C", "C", "O", "C", "O", "C", "F", "F", "F", "H", "H", "H", "H", "H", "C", "C", "O", "C", "O", "C", "F", "F", "F", "H", "H", "H", "H", "H", "C", "C", "O", "C", "O", "C", "F", "F", "F", "H", "H", "H", "H", "H", "C", "C", "O", "C", "O", "C", "F", "F", "F", "H", "H", "H", "H", "H", "C", "C", "O", "C", "O", "C", "F", "F", "F", "H", "H", "H", "H", "H", "C", "C", "O", "C", "O", "C", "F", "F", "F", "H", "H", "H", "H", "H", "C", "C", "O", "C", "O", "C", "F", "F", "F", "H", "H", "H", "H", "H"], "coordinates": [[2.07028, -2.98151, 1.70867], [2.34883, -1.70115, 2.26704], [1.52759, -1.16793, 2.98307], [3.69822, -1.08250, 1.97103], [3.60664, 0.19433, 1.14533], [2.81170, -0.01999, -0.13265], [3.41666, 0.56154, -1.48745], [3.08981, -0.36446, -2.47357], [2.06093, -1.22629, -1.78417], [1.55968, -2.56908, -2.53626], [0.60065, -3.32278, -1.60071], [-0.87456, -3.13874, -1.89475], [-1.27891, -4.10601, -2.77787], [-1.14293, -1.96359, -2.50789], [-1.77306, -3.30150, -0.62517], [-1.05401, -3.61305, 0.47444], [-2.65534, -4.31699, -0.81539], [-2.66464, -2.07211, -0.26409], [-3.47044, -2.47026, 0.75756], [-3.45876, -1.80010, -1.31380], [-1.85592, -0.85851, 0.28671], [-1.62336, -1.11552, 1.60387], [-0.65702, -0.73238, -0.32060], [-2.76671, 0.81687, 0.16681], [-1.41446, 1.60913, 0.01268], [-2.85191, 0.66631, -1.39580], [-4.15416, 0.07569, 0.35278], [-2.69096, 1.05757, 1.73029], [-3.57209, 2.17220, 0.04328], [2.68184, -1.39323, -0.46093], [2.24822, -3.69993, 2.39884], [2.66807, -3.13869, 0.90659], [4.12325, -0.82403, 2.93937], [4.36226, -1.81393, 1.53130], [3.08976, 0.93115, 1.74759], [4.60750, 0.54660, 0.93607], [1.80193, 0.34660, 0.04058], [4.48536, 0.64856, -1.30424], [2.86311, 1.49238, -1.64942], [1.05266, -0.48208, -1.78090], [2.41849, -3.23499, -2.66863], [1.17025, -2.38600, -3.53043], [0.83984, -3.08649, -0.57043], [0.76991, -4.38882, -1.71867], [-7.06522, 0.12018, -1.99978], [-7.20930, -0.35208, -0.57064], [-8.59315, -0.59960, -0.23772], [-9.08357, -1.77147, -0.59844], [-8.50073, -2.63722, -1.17842], [-10.54148, -1.88964, -0.12586], [-11.22393, -0.76807, -0.36974], [-10.58142, -2.12469, 1.18771], [-11.15554, -2.89051, -0.74777], [-7.68824, 0.99792, -2.17662], [-6.02730, 0.37655, -2.20712], [-7.37542, -0.65438, -2.70108], [-6.87735, 0.41934, 0.11954], [-6.61345, -1.24342, -0.38216], [-10.78313, -2.70951, -4.38555], [-10.34248, -1.26615, -4.48957], [-10.07740, -0.90589, -5.86004], [-11.12859, -0.56295, -6.58347], [-12.26532, -0.51843, -6.22318], [-10.67251, -0.17016, -7.99872], [-9.77255, -1.03005, -8.47774], [-10.11670, 1.04605, -7.97683], [-11.70520, -0.14045, -8.83145], [-10.04529, -3.36558, -4.84724], [-10.90078, -2.99420, -3.34119], [-11.73260, -2.86558, -4.89747], [-9.40269, -1.12049, -3.96135], [-11.07728, -0.58813, -4.05753], [7.79034, 5.49477, 4.05424], [8.31226, 4.32011, 3.25588], [7.24949, 3.66714, 2.54015], [6.90870, 4.21545, 1.38382], [7.39729, 5.18652, 0.89038], [5.79918, 3.37460, 0.73125], [4.87030, 3.03029, 1.62671], [6.32761, 2.26461, 0.21281], [5.19867, 4.03947, -0.24821], [6.98782, 5.17587, 4.71966], [8.59096, 5.92997, 4.65129], [7.39008, 6.26652, 3.39751], [8.72526, 3.56067, 3.91615], [9.09640, 4.62234, 2.56344], [5.07486, 7.21910, -2.26461], [6.42775, 6.74256, -2.74025], [7.22697, 7.84670, -3.22452], [7.86196, 8.53482, -2.29313], [7.83410, 8.33497, -1.11797], [8.70833, 9.63844, -2.94914], [8.02983, 10.27243, -3.90898], [9.80685, 9.10890, -3.50041], [9.08949, 10.53718, -2.04942], [4.56219, 7.77224, -3.05251], [4.46032, 6.36811, -1.97510], [5.17275, 7.88296, -1.40581], [6.32170, 6.06628, -3.58508], [6.96242, 6.21132, -1.95436], [6.00187, -0.50166, -8.04253], [4.91121, -1.21722, -7.27409], [5.44377, -1.89659, -6.12901], [5.62104, -1.14114, -5.04555], [5.39150, 0.02362, -4.97548], [6.13237, -2.01038, -3.88761], [7.10575, -2.83976, -4.31068], [5.16355, -2.75728, -3.37223], [6.64069, -1.27076, -2.90957], [6.79502, -1.19839, -8.31668], [5.59492, -0.05672, -8.95039], [6.44832, 0.28853, -7.43991], [4.45791, -1.99364, -7.88718], [4.12209, -0.53322, -6.96639], [-2.76967, -3.86282, 3.62796], [-3.74978, -2.75214, 3.93332], [-4.61670, -3.11724, 5.03355], [-4.10894, -2.93097, 6.23462], [-3.02171, -2.50768, 6.49244], [-5.14882, -3.30305, 7.30439], [-5.77145, -4.44497, 7.00694], [-6.07297, -2.33904, 7.39790], [-4.57280, -3.44034, 8.49225], [-3.29738, -4.79732, 3.43340], [-2.17125, -3.60841, 2.75648], [-2.09833, -4.03287, 4.46959], [-4.40440, -2.57708, 3.08394], [-3.23895, -1.81670, 4.15526], [-0.60899, -1.15368, 8.17271], [0.65896, -1.13732, 7.34834], [1.83144, -1.16924, 8.19424], [2.21025, -2.35746, 8.62356], [1.69463, -3.40879, 8.39402], [3.48776, -2.21176, 9.46790], [3.40317, -1.17952, 10.31243], [4.54466, -2.00989, 8.67367], [3.70930, -3.31022, 10.18048], [-0.60454, -0.33657, 8.89656], [-1.47653, -1.05126, 7.52887], [-0.70353, -2.08623, 8.72847], [0.73825, -0.21328, 6.78121], [0.68892, -1.96160, 6.63845]], "atomic_forces_ev_per_a": [[0.38, 0.08, 0.18], [-0.53, -0.31, -0.10], [0.40, -0.05, 0.05], [-0.04, 0.15, 0.29], [-0.13, -0.39, -0.17], [0.50, -0.55, -0.55], [-1.31, -0.42, 1.34], [0.40, -0.39, -0.23], [-0.58, 0.66, -1.60], [1.18, -0.22, 0.68], [0.12, -0.06, -0.52], [0.90, -0.44, -0.07], [-0.11, 0.08, -0.08], [-0.31, 0.12, 0.09], [-0.59, 0.03, 0.04], [-0.09, 0.06, -0.17], [0.11, 0.16, 0.07], [-0.10, -0.45, 0.11], [-0.08, 0.00, -0.21], [0.18, 0.01, 0.16], [1.26, 0.19, 0.67], [-0.17, 0.25, -0.98], [-1.45, -0.15, 0.58], [0.79, 0.40, 0.32], [0.05, 0.02, -0.02], [-0.09, -0.15, -0.33], [-0.45, -0.24, 0.06], [-0.16, -0.13, 0.13], [-0.02, 0.18, -0.08], [-0.60, 0.01, 0.47], [-0.37, -0.10, 0.16], [0.06, 0.08, -0.06], [0.03, 0.02, 0.25], [0.03, -0.11, -0.34], [0.05, 0.34, 0.15], [0.30, 0.10, 0.00], [-0.16, 0.37, -0.15], [0.32, 0.42, -0.49], [0.60, 0.52, -0.23], [0.03, -0.13, 0.49], [0.11, -0.13, -0.15], [-0.30, 0.12, -0.13], [-0.12, 0.22, 0.12], [-0.17, -0.33, 0.17], [-0.27, -0.06, -0.10], [0.56, 0.19, -0.11], [-0.19, 0.05, 0.17], [0.49, 0.30, 0.00], [-0.18, -0.29, -0.14], [-0.11, -0.01, -0.02], [-0.07, 0.10, -0.04], [0.02, -0.02, 0.14], [-0.04, -0.13, -0.07], [0.07, 0.06, 0.05], [0.03, -0.01, 0.04], [0.10, -0.06, 0.02], [-0.18, 0.01, 0.08], [-0.14, -0.12, -0.02], [-0.10, -0.05, -0.25], [0.01, -0.28, 0.55], [0.10, 0.14, -0.06], [0.16, -0.08, 0.28], [-0.25, 0.05, -0.08], [0.00, -0.04, -0.14], [0.08, -0.07, -0.04], [0.06, 0.13, 0.04], [-0.14, 0.01, -0.07], [0.07, 0.01, 0.09], [0.04, 0.02, 0.02], [-0.04, 0.05, 0.06], [0.10, 0.06, -0.18], [-0.08, 0.05, -0.18], [-0.23, 0.05, -0.11], [0.34, 0.16, 0.35], [-0.03, -0.14, -0.02], [0.18, -0.01, 0.26], [-0.07, 0.15, -0.29], [-0.36, -0.14, -0.06], [0.08, 0.07, 0.03], [0.15, -0.11, 0.02], [0.06, 0.24, -0.10], [0.06, -0.04, 0.06], [0.03, -0.02, 0.00], [0.08, 0.02, -0.03], [-0.13, -0.12, -0.04], [-0.11, 0.03, -0.13], [0.00, 0.29, 0.03], [-0.35, -0.47, 0.08], [0.10, 0.01, -0.13], [-0.22, -0.33, -0.11], [0.16, 0.23, 0.29], [0.02, 0.14, -0.01], [-0.06, 0.05, -0.08], [0.10, -0.09, -0.06], [0.04, 0.07, 0.12], [-0.01, -0.09, -0.06], [0.02, -0.04, -0.01], [0.03, -0.08, 0.06], [0.09, 0.14, -0.13], [0.09, 0.16, 0.07], [0.18, 0.01, 0.15], [-0.17, 0.13, -0.41], [0.02, -0.30, 0.14], [-0.38, 0.06, -0.39], [0.25, 0.29, 0.28], [0.11, -0.21, 0.55], [0.08, -0.01, -0.14], [-0.18, -0.08, -0.18], [0.05, 0.28, -0.07], [-0.05, -0.03, -0.06], [-0.03, -0.01, -0.01], [-0.07, 0.04, 0.00], [0.06, -0.12, 0.10], [0.06, 0.03, 0.15], [0.00, -0.16, 0.26], [0.35, -0.01, -0.61], [-0.17, 0.10, 0.06], [0.04, 0.01, -0.41], [0.05, 0.03, 0.30], [0.00, -0.09, 0.11], [-0.06, -0.10, -0.02], [-0.09, 0.12, -0.02], [0.08, 0.01, 0.12], [-0.05, 0.04, -0.10], [0.00, 0.04, -0.01], [0.05, 0.09, -0.02], [-0.20, -0.07, 0.13], [-0.01, -0.03, 0.19], [0.20, 0.00, 0.33], [-0.51, 0.13, -0.32], [0.17, 0.04, 0.02], [-0.21, 0.26, -0.21], [0.02, -0.28, 0.07], [0.05, -0.02, 0.13], [0.00, 0.08, 0.07], [0.10, 0.03, -0.11], [0.01, -0.14, 0.06], [0.01, 0.06, -0.07], [-0.01, -0.02, -0.06], [-0.04, -0.05, -0.09], [0.17, 0.03, 0.08], [0.11, -0.09, 0.10]], "homo_energy_ev": -4.84, "e_lumo_ev": 1.7754, "charge": -1, "homo_lumo_gap_ev": 6.614}

no.,largest force on an atom (eV/Å),E_tot (eV),M (g mol⁻¹)
1,0.5,-146897.2621,980.89
2,1.9,-181446.0321,1492.62